(1)
Formula: C4H10O5
Source: the Open Molecules 2025 dataset
Level of theory: the ωB97M-V functional and the def2-TZVPD basis

The calculation puts the energy relative to the best compared isomer or geometry (same formula, charge and spin) at 91.0 kcal per mole. As for the spin multiplicity: 1. The calculation puts the calculated total energy at -534.49965 Eh. The HOMO-LUMO gap comes out at 11.151 eV. The LUMO energy comes out at 0.8 eV. The structure (SMILES) is COC(=O)O.CCOO.

CARTESIAN COORDINATES (ANGSTROEM)
C  0.738  1.835  -1.038
O  1.263  0.616  -0.509
C  1.213  0.448  0.837
O  1.641  -0.557  1.357
O  1.049  1.604  1.512
H  0.812  1.746  -2.121
H  1.309  2.694  -0.686
H  -0.308  1.940  -0.744
H  1.145  1.438  2.458
C  -0.555  -1.449  -1.323
C  -1.465  -1.235  -0.160
O  -0.962  -0.124  0.796
O  -0.973  -0.581  2.135
H  0.507  -1.356  -0.941
H  -0.596  -0.635  -2.040
H  -0.719  -2.419  -1.783
H  -1.567  -2.118  0.469
H  -2.451  -0.871  -0.461
H  -0.081  -0.978  2.240

Atomic partial charges in e from the Mulliken method, atoms 1 to 2: number 1, C, carries -0.695; number 2, O, carries -0.314

(2)
Formula: C4H10OS
Source: the Open Molecules 2025 dataset
Level of theory: the ωB97M-V functional and the def2-TZVPD basis

The calculation puts the energy relative to the best compared isomer or geometry (same formula, charge and spin) at 29.7 kcal per mole. As for the spin multiplicity: 1. The calculation puts the calculated total energy at -631.77731 Eh. The HOMO-LUMO gap comes out at 9.986 eV. The LUMO energy comes out at 0.8 eV. The structure (SMILES) is CC=O.CCS.

CARTESIAN COORDINATES (ANGSTROEM)
C  -2.125  0.441  -0.593
C  -2.407  -0.659  0.382
O  -1.823  -1.681  0.335
H  -2.787  0.443  -1.539
H  -1.105  0.434  -1.024
H  -2.376  1.506  -0.378
H  -3.167  -0.375  1.205
C  1.903  -0.542  -0.696
C  1.899  -0.108  0.748
S  1.735  1.735  1.070
H  2.744  -0.041  -1.102
H  0.994  -0.148  -1.290
H  1.880  -1.672  -0.732
H  1.294  -0.732  1.381
H  2.932  -0.261  1.225
H  0.407  1.660  1.008

Atomic partial charges in e from the Mulliken method, atoms 1 to 2: number 1, C, carries -0.619; number 2, C, carries 0.200

(3)
Formula: C4H10OS
Source: the Open Molecules 2025 dataset
Level of theory: the ωB97M-V functional and the def2-TZVPD basis

The calculation puts the energy relative to the best compared isomer or geometry (same formula, charge and spin) at 193.2 kcal per mole. As for the spin multiplicity: 1. The calculation puts the calculated total energy at -631.51678 Eh. The HOMO-LUMO gap comes out at 6.868 eV. The LUMO energy comes out at -2.0 eV.

CARTESIAN COORDINATES (ANGSTROEM)
C  -0.197  1.624  0.473
C  -0.342  0.227  -0.182
C  0.351  -0.850  0.567
C  1.940  -0.682  0.430
H  1.022  1.652  0.891
H  -0.153  2.720  -0.403
H  -1.063  1.591  1.462
H  -0.084  0.001  -1.207
H  -2.118  -1.640  -0.454
H  0.002  -0.761  1.604
H  -0.132  -1.908  0.247
H  2.398  0.034  1.310
H  2.451  -1.764  0.615
H  3.294  1.521  -0.734
O  2.341  0.020  -0.907
S  -2.178  -0.220  -0.238

Atomic partial charges in e from the Mulliken method, atoms 1 to 2: number 1, C, carries -0.812; number 2, C, carries 0.028

(4)
Formula: C4H10OS
Source: the Open Molecules 2025 dataset
Level of theory: the ωB97M-V functional and the def2-TZVPD basis

The calculation puts the energy relative to the best compared isomer or geometry (same formula, charge and spin) at 13.7 kcal per mole. As for the spin multiplicity: 1. The calculation puts the calculated total energy at -631.80288 Eh. The HOMO-LUMO gap comes out at 10.037 eV. The LUMO energy comes out at 0.8 eV. The structure (SMILES) is CC=O.CCS.

CARTESIAN COORDINATES (ANGSTROEM)
C  1.151  -0.054  2.720
C  1.368  1.369  2.334
O  1.684  2.206  3.139
H  0.174  -0.434  2.398
H  1.926  -0.742  2.344
H  1.164  -0.192  3.802
H  1.197  1.674  1.289
C  -1.157  -0.768  -2.928
C  -0.562  -0.657  -1.545
S  -1.704  0.176  -0.334
H  -1.995  -1.449  -2.906
H  -1.463  0.201  -3.293
H  -0.373  -1.141  -3.585
H  0.289  0.012  -1.537
H  -0.282  -1.604  -1.107
H  -1.418  1.402  -0.791

Atomic partial charges in e from the Mulliken method, atoms 1 to 2: number 1, C, carries -0.807; number 2, C, carries 0.197

Strongest force on any atom in eV Å⁻¹, matching the order above: 2.4 3.6 4.8 1.4